Entry 1:
# C2H6N3S

A 2-piece molecular cluster, C2H6N3S overall (wB97M-V/def2-TZVPD, the OMol25 dataset).

XYZ file:
```
12
C2H6N3S wB97M-V/def2-TZVPD
C -1.065 0.523 -0.024
C -0.882 -0.251 1.312
N 0.153 0.408 -0.700
N 0.940 -0.282 -0.123
N 2.608 -0.869 -1.341
S 0.765 -1.135 1.265
H -1.762 0.065 -0.600
H -1.168 1.562 0.234
H -0.974 0.271 2.232
H -1.634 -0.960 1.648
H 2.061 -1.255 -2.124
H 2.810 0.040 -1.793
```

Summary:
- Highest occupied orbital energy (alpha / beta): -14.6 / -14.8 eV
- Spin multiplicity: 3
- Net charge: +1
- Kohn-Sham gap (alpha / beta): 9.440 / 6.407 eV
- ΔE to the lowest compared entry with this formula, charge and spin: 71.0 kcal/mol
- Max |F|: 0.078 Eh/bohr
- Electronic energy: -17462.909 eV

=====

Entry 2:
# C5H10N3O5P

A 2-piece molecular cluster, C5H10N3O5P overall (wB97M-V/def2-TZVPD, the OMol25 dataset).

XYZ file:
```
24
C5H10N3O5P wB97M-V/def2-TZVPD
C -4.351 0.802 -0.195
C 0.207 -0.640 0.335
C -0.676 0.540 -0.057
C 2.872 -2.683 1.119
C -3.015 -0.102 -0.020
N 1.579 -0.571 -0.142
N 3.296 -3.728 1.300
N -1.980 0.637 0.603
O -4.198 2.079 -0.142
O 4.086 0.079 -0.395
O 2.426 1.439 -1.731
O -5.399 0.171 -0.553
O 2.637 1.921 0.661
P 2.579 0.744 -0.248
H 0.175 -0.605 1.396
H -0.101 -1.653 0.050
H 0.052 1.419 0.271
H -0.861 0.665 -1.102
H 2.455 -1.819 0.689
H -2.665 -0.601 -0.904
H -3.376 -1.051 0.525
H 2.694 2.284 -1.443
H 3.883 -0.913 -0.413
H -2.320 1.586 0.394
```

Summary:
- Highest occupied orbital energy: -2.0 eV
- Spin multiplicity: 1
- Net charge: -2
- Kohn-Sham gap: 7.614 eV
- ΔE to the lowest compared entry with this formula, charge and spin: 0.0 kcal/mol
- Max |F|: 0.063 Eh/bohr
- Electronic energy: -29346.075 eV

=====

Entry 3:
# C9H17ClCuNO10S

C9H17ClCuNO10S as an isolated structure (wB97M-V/def2-TZVPD, the OMol25 dataset).

XYZ file:
```
40
C9H17ClCuNO10S wB97M-V/def2-TZVPD
Cu 0.497 1.007 -0.860
Cl -1.193 -1.158 -1.095
O 1.696 2.541 -1.972
C 0.935 3.650 -1.652
C -0.574 3.513 -1.863
O -1.204 2.461 -1.246
H 1.257 4.531 -2.253
H 1.098 3.842 -0.561
H -0.644 3.407 -2.979
H -1.149 4.445 -1.641
C -0.058 0.662 -4.259
N 0.062 1.464 -5.510
O 0.012 0.837 -6.578
O 0.189 2.655 -5.450
H 0.895 0.682 -3.733
H -0.393 -0.342 -4.485
H -0.821 1.153 -3.650
O 2.592 -0.579 0.088
C 2.283 -1.356 0.924
O 2.383 -1.095 2.266
C 2.152 -2.280 3.021
C 1.393 -3.246 2.095
C 1.794 -2.771 0.710
H 1.537 -2.033 3.888
H 3.092 -2.691 3.405
H 0.325 -3.108 2.219
H 1.648 -4.256 2.422
H 0.988 -2.813 -0.022
H 2.628 -3.379 0.342
C -2.224 -1.591 2.357
C -3.276 -0.520 2.587
O -2.584 0.697 2.788
S -0.989 0.460 2.852
O -0.443 1.040 4.020
O -0.479 0.713 1.576
O -1.075 -1.129 3.087
H -1.951 -1.623 1.290
H -2.536 -2.583 2.672
H -3.897 -0.782 3.453
H -3.966 -0.426 1.749
```

Summary:
- Highest occupied orbital energy: 0.4 eV
- Spin multiplicity: 1
- Net charge: -2
- Kohn-Sham gap: 3.795 eV
- ΔE to the lowest compared entry with this formula, charge and spin: 0.0 kcal/mol
- Max |F|: 0.032 Eh/bohr
- Electronic energy: -99566.502 eV

=====

Entry 4:
# C6H11NO

A single C6H11NO molecule (wB97M-V/def2-TZVPD, the OMol25 dataset).

XYZ file:
```
19
C6H11NO wB97M-V/def2-TZVPD
C 1.155 0.107 -1.798
C -0.058 -0.187 -0.878
C -1.276 0.838 -1.031
C -1.279 1.562 0.267
C -0.094 1.254 1.100
N 0.232 -0.210 0.632
C 0.563 -1.302 1.301
O 0.754 -2.401 0.701
H 1.322 -0.691 -2.531
H 1.367 1.155 -2.048
H 2.135 0.155 -1.170
H -0.479 -1.166 -1.147
H -1.182 1.487 -1.912
H -2.250 0.401 -1.162
H -2.274 1.236 0.710
H -1.619 2.597 0.034
H -0.272 1.281 2.224
H 0.692 1.936 0.831
H 0.830 -1.338 2.377
```

Summary:
- Highest occupied orbital energy: -9.3 eV
- Spin multiplicity: 1
- Kohn-Sham gap: 10.095 eV
- ΔE to the lowest compared entry with this formula, charge and spin: 45.2 kcal/mol
- SMILES string: C[C@@H]1CCCN1C=O
- Max |F|: 0.094 Eh/bohr
- Electronic energy: -9936.493 eV

=====

Entry 5:
# C9H12NO

A 2-piece molecular cluster, C9H12NO overall (wB97M-V/def2-TZVPD, the OMol25 dataset).

XYZ file:
```
23
C9H12NO wB97M-V/def2-TZVPD
C -3.536 0.779 -0.453
C -2.593 1.493 0.284
C -3.235 -0.541 -0.734
C -1.334 1.022 0.547
C -2.039 -1.081 -0.432
C -1.039 -0.340 0.229
C 4.344 0.676 -0.049
C 3.421 1.772 -0.316
C 0.203 -2.980 0.565
N 0.283 -0.748 0.494
O 0.732 -1.924 0.284
H -4.387 1.242 -0.786
H -2.935 2.582 0.624
H -4.017 -1.052 -1.259
H -0.649 1.724 1.151
H -1.864 -2.171 -0.753
H 4.005 -0.006 0.707
H 5.134 0.392 -0.842
H 2.443 1.370 -0.296
H 3.439 2.405 0.579
H 3.525 2.487 -1.079
H -0.836 -3.211 0.966
H 0.936 -3.891 0.570
```

Summary:
- Highest occupied orbital energy (alpha / beta): -13.3 / -10.1 eV
- Spin multiplicity: 1
- Net charge: +1
- Kohn-Sham gap (alpha / beta): 7.459 / 3.284 eV
- ΔE to the lowest compared entry with this formula, charge and spin: 175.1 kcal/mol
- Max |F|: 0.127 Eh/bohr
- Electronic energy: -13049.930 eV

=====

Entry 6:
# C3H14N3O

A 2-piece molecular cluster, C3H14N3O overall (wB97M-V/def2-TZVPD, the OMol25 dataset).

XYZ file:
```
21
C3H14N3O wB97M-V/def2-TZVPD
C 0.680 1.457 1.127
O 1.305 2.430 1.927
C -0.305 2.153 0.177
N -1.230 1.103 -0.354
H 0.118 0.760 1.761
H 1.395 0.931 0.490
H 2.194 2.119 2.132
H -0.887 2.902 0.708
H 0.217 2.636 -0.639
H -1.880 0.827 0.386
H -0.677 0.169 -0.749
H -1.835 1.441 -1.097
N 0.064 -1.083 -1.276
C -0.467 -2.243 -0.508
N -0.062 -3.569 -0.893
H 1.070 -1.041 -1.124
H -0.103 -1.163 -2.275
H -0.199 -2.075 0.536
H -1.558 -2.206 -0.549
H -0.273 -3.730 -1.879
H 0.938 -3.702 -0.806
```

Summary:
- Highest occupied orbital energy: -13.5 eV
- Spin multiplicity: 1
- Net charge: +1
- Kohn-Sham gap: 10.364 eV
- ΔE to the lowest compared entry with this formula, charge and spin: 6.1 kcal/mol
- Max |F|: 0.016 Eh/bohr
- Electronic energy: -9849.481 eV

=====

Entry 7:
# C10H41NO11

A 10-piece molecular cluster, C10H41NO11 overall (wB97M-V/def2-TZVPD, the OMol25 dataset).

XYZ file:
```
63
C10H41NO11 wB97M-V/def2-TZVPD
C 0.181 -3.460 -0.786
O 0.514 -2.102 -1.027
C 1.572 -2.017 -1.969
C 2.072 -0.579 -2.171
N 0.951 0.291 -2.467
C 1.346 1.672 -2.854
C 0.143 2.576 -2.685
O -0.183 2.825 -1.337
C -1.375 3.567 -1.176
H 0.262 -4.054 -1.701
H -0.845 -3.589 -0.446
H 0.862 -3.882 -0.044
H 1.314 -2.502 -2.917
H 2.412 -2.612 -1.577
H 2.788 -0.626 -2.991
H 2.605 -0.312 -1.247
H 0.329 0.415 -1.673
H 1.672 1.643 -3.893
H 2.153 1.997 -2.183
H -0.689 2.092 -3.208
H 0.332 3.529 -3.198
H -1.648 3.511 -0.127
H -2.212 3.165 -1.754
H -1.224 4.587 -1.545
C -3.105 -1.748 3.113
O -2.852 -0.344 3.070
H -3.064 -2.056 4.154
H -4.111 -2.014 2.768
H -2.400 -2.272 2.467
H -2.903 -0.110 2.133
C 2.304 -0.797 3.775
O 2.118 -1.891 2.892
H 1.571 -0.695 4.574
H 3.299 -0.782 4.225
H 2.159 0.126 3.201
H 2.649 -1.733 2.109
C -0.087 0.313 1.107
O -0.902 -0.151 0.045
H -0.510 1.227 1.528
H 0.001 -0.353 1.968
H 0.911 0.618 0.772
H -0.389 -0.876 -0.393
C -1.861 -0.632 -3.851
O -0.703 -0.465 -4.640
H -2.543 -1.238 -4.448
H -1.645 -1.007 -2.847
H -2.403 0.313 -3.676
H 0.068 -0.323 -4.044
O 3.806 1.253 0.596
H 4.130 1.403 1.488
H 3.098 1.938 0.465
O -1.481 2.077 3.953
H -1.893 1.208 3.803
H -1.814 2.630 3.240
O 2.013 3.216 0.236
H 1.197 2.943 -0.241
H 1.823 4.087 0.596
O -0.124 -3.644 3.411
H 0.565 -2.963 3.323
H 0.052 -4.059 4.261
O -3.631 0.532 0.100
H -2.668 0.357 0.111
H -4.007 -0.223 -0.365
```

Summary:
- Highest occupied orbital energy: -9.5 eV
- Spin multiplicity: 1
- Kohn-Sham gap: 9.920 eV
- ΔE to the lowest compared entry with this formula, charge and spin: 38.0 kcal/mol
- SMILES string: COCCNCCOC.CO.CO.CO.CO.O.O.O.O.O
- Max |F|: 0.031 Eh/bohr
- Electronic energy: -35045.678 eV

=====

Entry 8:
# C21H28N6O

A single C21H28N6O molecule (wB97M-V/def2-TZVPD, the OMol25 dataset).

XYZ file:
```
56
C21H28N6O wB97M-V/def2-TZVPD
C -5.587 -2.955 0.857
C -4.239 -2.517 0.378
C -3.342 -3.489 -0.140
C -2.108 -3.144 -0.587
N -1.724 -1.845 -0.540
C -0.563 -1.230 -0.906
C 0.570 -1.970 -1.534
N 0.845 -3.208 -0.809
C 1.409 -2.999 0.526
C 2.832 -2.543 0.508
C 3.991 -3.335 0.564
N 5.078 -2.597 0.443
N 4.655 -1.344 0.302
C 5.587 -0.264 0.157
C 3.312 -1.259 0.337
C -0.753 0.120 -0.631
C 0.250 1.181 -0.854
O 1.441 0.888 -0.959
N -0.155 2.463 -0.976
C -1.504 2.950 -0.830
C -1.894 3.267 0.623
C -0.722 3.694 1.507
C 0.185 4.763 0.890
C 1.326 4.160 0.072
C 0.859 3.471 -1.210
N -1.987 0.325 -0.098
C -2.566 -0.855 -0.039
C -3.842 -1.210 0.427
H -6.161 -2.109 1.226
H -5.484 -3.685 1.659
H -6.141 -3.428 0.047
H -3.650 -4.522 -0.176
H -1.381 -3.845 -0.965
H 0.288 -2.253 -2.557
H 1.431 -1.292 -1.588
H 1.498 -3.769 -1.350
H 0.782 -2.263 1.037
H 1.334 -3.953 1.057
H 4.068 -4.398 0.689
H 6.534 -0.674 -0.190
H 5.205 0.457 -0.565
H 5.748 0.241 1.113
H 2.797 -0.328 0.216
H -1.583 3.854 -1.441
H -2.201 2.208 -1.221
H -2.649 4.055 0.607
H -2.341 2.373 1.058
H -1.135 4.066 2.447
H -0.118 2.817 1.746
H -0.404 5.441 0.269
H 0.627 5.358 1.693
H 2.034 4.944 -0.205
H 1.858 3.431 0.687
H 1.712 2.975 -1.681
H 0.452 4.212 -1.905
H -4.477 -0.429 0.812
```

Summary:
- Highest occupied orbital energy: -8.0 eV
- Spin multiplicity: 1
- Kohn-Sham gap: 8.636 eV
- ΔE to the lowest compared entry with this formula, charge and spin: 16.6 kcal/mol
- SMILES string: Cc1ccn2c(CNCc3cnn(C)c3)c(C(=O)N3CCCCCC3)nc2c1
- Max |F|: 0.021 Eh/bohr
- Electronic energy: -33220.093 eV

=====

> What is the max |F| in the first record?

0.078 Eh/bohr